Entry 1:
Molecular formula: C26H37N7O3
Method: DFT, the ωB97M-V functional and the def2-TZVPD basis

energy above the lowest of the compared OMol25 structures with the same formula, charge and spin = 3.1320 eV
SMILES string = CNC[C@@]1(CN)COC(=O)O1.c1cc[nH]c1.c1cc[nH]c1.c1cc[nH]c1.c1cc[nH]c1.c1cc[nH]c1
frontier orbital gap = 0.30378 Eh
E = -44132.1039 eV
HOMO energy = -7.92 eV

XYZ file:
```
73
Properties=species:S:1:pos:R:3:forces:R:3
C 0.05074 3.22685 0.35507 0.299 0.365 0.288
N -1.42015 2.99717 0.65573 1.043 -0.519 -0.868
C -1.85774 1.86393 -0.22903 -0.502 0.719 0.875
C -3.08896 1.00832 0.40574 1.442 -1.236 -2.016
C -4.35806 1.81431 0.94460 0.041 -0.027 0.972
N -5.49926 1.90565 -0.01853 0.489 0.807 -0.456
C -3.29999 -0.12488 -0.72714 -2.519 0.773 0.842
O -2.29415 -1.14504 -0.49246 0.383 1.549 2.630
C -1.91404 -1.04135 0.89736 0.682 -0.617 -0.230
O -1.12973 -1.84184 1.45659 -3.646 3.666 -2.083
O -2.58145 0.10180 1.45445 1.685 -1.505 -0.540
H 0.28902 3.04004 -0.75999 -0.519 0.187 1.835
H 0.35156 4.32659 0.55642 -0.460 -1.879 -0.083
H 0.65318 2.49593 1.01812 -0.480 1.275 -1.252
H -1.49207 2.74934 1.65270 0.018 -0.096 -0.750
H -2.19603 2.35647 -1.22262 0.419 -1.037 1.502
H -0.93390 1.20475 -0.43222 -1.686 0.412 0.143
H -4.07686 2.87572 1.28349 0.099 -1.672 -0.513
H -4.76544 1.27647 1.88502 0.938 0.652 -1.497
H -5.88674 2.87051 0.01588 0.377 -1.077 0.034
H -5.20856 1.78682 -0.99925 -0.021 0.027 0.689
H -4.29880 -0.63675 -0.49508 1.167 0.776 -0.688
H -3.33093 0.38671 -1.75362 0.603 -1.425 1.324
N -1.05283 -4.85848 2.47624 0.032 -0.122 0.000
C -0.00770 -5.71598 2.68753 -0.062 0.063 0.029
C -0.52454 -6.92711 3.08112 0.271 0.040 -0.054
C -1.93484 -6.79653 3.10230 -0.248 0.011 -0.080
C -2.23191 -5.50960 2.72160 0.001 0.111 -0.056
H -0.96793 -3.89563 2.18391 -0.005 -0.099 -0.019
H 1.01145 -5.39148 2.54152 -0.103 -0.056 0.010
H 0.04926 -7.80911 3.32527 -0.051 0.093 -0.026
H -2.65346 -7.55893 3.36605 0.057 0.083 -0.007
H -3.17842 -5.00246 2.60584 0.066 -0.060 0.063
N 2.23249 6.98905 0.17870 0.071 0.025 0.024
C 2.94859 6.59561 1.27863 -0.023 -0.081 0.030
C 4.27228 6.88029 1.04684 -0.130 -0.153 0.252
C 4.35812 7.47234 -0.23743 -0.094 0.095 -0.295
C 3.08420 7.52930 -0.74823 -0.004 -0.021 -0.081
H 1.23554 6.89630 0.06907 0.193 0.052 0.027
H 2.45559 6.14706 2.12800 0.080 0.049 -0.065
H 5.08852 6.68515 1.72702 -0.072 0.037 -0.065
H 5.25309 7.81922 -0.73315 -0.082 -0.023 0.063
H 2.71135 7.90539 -1.68903 0.069 -0.027 0.092
N 6.74187 4.88281 -0.41234 0.132 -0.017 -0.001
C 7.45735 4.48997 0.68689 -0.040 -0.046 0.005
C 8.78131 4.77471 0.45562 -0.109 -0.089 0.218
C 8.86715 5.36658 -0.82832 -0.074 0.107 -0.223
C 7.59300 5.42305 -1.33880 -0.041 -0.021 -0.041
H 5.74433 4.78998 -0.52197 0.157 0.124 0.066
H 6.96421 4.04145 1.53612 0.076 0.033 -0.077
H 9.59716 4.57962 1.13606 -0.091 0.020 -0.059
H 9.76178 5.71371 -1.32423 -0.099 -0.028 0.044
H 7.21981 5.79900 -2.27956 0.064 -0.041 0.085
N -3.71166 -5.81822 -0.48164 -0.121 0.046 -0.023
C -4.59387 -6.32361 -1.39895 0.020 -0.027 -0.009
C -5.20485 -5.26527 -2.02717 -0.026 -0.239 -0.093
C -4.66682 -4.07796 -1.47177 0.151 0.131 0.177
C -3.74595 -4.45089 -0.52315 -0.144 0.017 0.205
H -3.12623 -6.36769 0.12947 -0.036 0.147 0.003
H -4.71159 -7.38942 -1.52417 -0.021 0.115 0.001
H -5.95478 -5.33793 -2.80117 0.078 -0.006 0.075
H -4.92414 -3.06285 -1.73720 0.043 -0.096 0.010
H -3.11439 -3.86248 0.12543 -0.041 -0.056 -0.100
N 0.05470 -5.21728 -2.85431 0.050 0.122 0.020
C -0.95409 -4.74070 -2.05947 -0.009 -0.120 -0.052
C -0.49718 -3.61218 -1.42553 -0.244 -0.141 0.062
C 0.83540 -3.39540 -1.85690 0.213 -0.079 -0.156
C 1.14803 -4.39989 -2.74070 0.109 -0.011 -0.026
H 0.00073 -6.03999 -3.43247 -0.001 0.176 0.113
H -1.90626 -5.24532 -2.01283 0.124 0.088 -0.060
H -1.05982 -3.00900 -0.72931 0.185 -0.202 -0.208
H 1.49278 -2.59296 -1.55502 -0.046 -0.085 -0.033
H 2.05153 -4.60372 -3.29561 -0.073 0.043 0.076
```
Positions in Å, forces in eV/Å.

---

Entry 2:
Molecular formula: C2H4BrP
Method: DFT, the ωB97M-V functional and the def2-TZVPD basis

energy above the lowest of the compared OMol25 structures with the same formula, charge and spin = 1.3343 eV
SMILES string = Br[C@H]1CP1
frontier orbital gap = 0.37785 Eh
E = -81468.3175 eV
HOMO energy = -9.49 eV

XYZ file:
```
8
Properties=species:S:1:pos:R:3:forces:R:3
C 0.27802 0.06338 0.78865 1.545 0.686 -0.237
C -0.13976 0.38917 -0.70709 -1.103 -0.531 3.704
P -0.64450 -1.28074 0.00885 1.046 -0.854 -1.907
Br -1.51637 1.75807 -0.52650 0.060 -0.089 -0.885
H 1.40041 0.03155 1.07541 -2.180 0.007 -0.516
H -0.42939 0.55592 1.51174 1.282 -0.404 -0.628
H 0.59122 0.56899 -1.44966 0.470 0.047 -0.558
H 0.46037 -2.08633 -0.70140 -1.121 1.137 1.027
```
Positions in Å, forces in eV/Å.

---

Entry 3:
Molecular formula: C44H40BN10O17
Method: DFT, the ωB97M-V functional and the def2-TZVPD basis

energy above the lowest of the compared OMol25 structures with the same formula, charge and spin = 5.0538 eV
frontier orbital gap = 0.24207 Eh
E = -96633.0180 eV
HOMO energy = -11.15 eV
charge = +1

XYZ file:
```
112
Properties=species:S:1:pos:R:3:forces:R:3
O -0.18277 -4.31016 -2.51557 -2.263 1.565 -3.972
B -1.04515 -3.34880 -3.25347 2.643 1.260 2.478
O -1.04288 -1.87912 -3.00203 0.825 -4.676 0.506
O -1.97609 -3.94467 -4.27582 -0.430 1.141 1.934
N -3.19365 -3.82729 -3.65512 -5.642 1.936 -0.442
C -4.39928 -3.16050 -4.27963 0.644 -1.928 4.192
N -5.46947 -3.25334 -3.21482 6.466 -1.901 -0.283
C -4.81412 -3.94156 -2.01240 2.519 0.773 -3.777
N -3.35355 -4.29515 -2.33313 -6.520 2.572 -1.335
H -0.10513 -5.09469 -3.15047 -0.119 1.174 1.533
H -0.41256 -1.68866 -2.22110 -1.206 -0.421 -1.399
H -4.48910 -2.68016 -5.35553 0.354 -1.259 2.593
H -6.43598 -2.87570 -3.33362 1.183 -0.551 0.324
H -5.42486 -4.10978 -1.02687 1.679 0.134 -2.041
C 3.13538 2.34883 -1.92055 0.154 -0.194 0.030
C 1.88922 1.76507 -2.15391 0.206 -0.381 0.344
C 1.54058 0.57764 -1.50749 0.255 -0.127 -0.128
C 2.44992 -0.01691 -0.62185 0.215 0.748 -0.412
C 3.70464 0.56287 -0.39161 0.035 0.026 0.062
C 4.04313 1.74896 -1.04605 -0.459 -0.338 -0.001
N 2.07938 -1.25155 0.08017 0.164 -0.631 0.528
O 0.96789 -1.74382 -0.16473 1.239 0.286 0.251
O 2.89695 -1.72852 0.88025 -1.417 0.600 -1.149
H 3.40052 3.27773 -2.42259 0.009 -0.905 0.408
H 1.18772 2.23779 -2.83800 0.169 -0.143 0.163
H 0.56557 0.13531 -1.70001 0.656 0.133 0.181
H 4.42190 0.10950 0.28937 -0.331 -0.041 -0.122
H 5.01354 2.20845 -0.87166 -0.192 -0.136 -0.015
C 2.41600 -6.05043 0.16054 0.151 -0.046 0.125
C 3.13670 -7.24524 0.12659 0.109 0.280 0.270
C 4.20131 -7.44564 1.00741 0.000 0.027 0.046
C 4.53417 -6.44002 1.92541 -0.794 0.146 -0.647
C 3.81724 -5.23649 1.95647 0.017 -0.091 -0.013
C 2.75635 -5.04646 1.06873 0.078 -0.300 -0.019
N 5.63599 -6.65486 2.87109 1.090 -0.333 0.848
O 6.25816 -7.72513 2.79944 -0.935 1.648 0.129
O 5.87823 -5.75606 3.68933 -0.330 -1.256 -1.119
H 1.58311 -5.90104 -0.52443 0.149 0.012 0.150
H 2.86634 -8.02240 -0.58509 0.119 0.119 0.173
H 4.75303 -8.38235 0.96840 -0.012 0.311 0.185
H 4.06796 -4.44567 2.66038 0.063 -0.302 -0.106
H 2.19175 -4.11687 1.08705 0.191 -0.172 0.046
C -5.08401 2.04957 -3.63946 0.058 -0.035 0.052
C -4.36330 0.85476 -3.67341 0.147 0.365 0.420
C -3.29869 0.65436 -2.79259 -0.027 -0.026 0.061
C -2.96583 1.65998 -1.87459 -0.763 0.166 -0.646
C -3.68276 2.86351 -1.84353 0.031 -0.116 -0.040
C -4.74365 3.05354 -2.73127 0.137 -0.326 -0.019
N -1.86401 1.44514 -0.92891 0.874 0.222 1.019
O -1.24184 0.37487 -1.00056 -1.292 1.392 0.330
O -1.62177 2.34394 -0.11067 -0.334 -1.552 -1.354
H -5.91689 2.19896 -4.32443 0.177 0.011 0.145
H -4.63366 0.07760 -4.38509 0.101 0.142 0.089
H -2.74697 -0.28235 -2.83160 0.061 0.312 0.180
H -3.43204 3.65433 -1.13962 0.092 -0.314 -0.088
H -5.30825 3.98313 -2.71295 0.165 -0.197 -0.001
C -0.18640 -5.80821 3.40657 -0.038 -0.058 -0.036
C -1.17413 -4.84875 3.17860 -0.110 -0.304 -0.132
C -2.38167 -5.21569 2.58145 0.062 -0.063 0.001
C -2.59221 -6.55328 2.21908 0.768 0.264 0.397
C -1.59932 -7.51708 2.43976 0.004 -0.004 0.002
C -0.39466 -7.13759 3.03511 -0.344 0.270 -0.106
N -3.86939 -6.95009 1.61424 -0.721 -0.735 -0.408
O -4.71521 -6.06479 1.41792 0.894 -1.029 0.030
O -4.03039 -8.14762 1.33849 0.115 1.943 0.340
H 0.75132 -5.51837 3.87762 -0.209 0.000 -0.103
H -1.00380 -3.81439 3.46953 -0.031 -0.215 -0.065
H -3.14142 -4.45612 2.41063 0.072 -0.343 0.007
H -1.74750 -8.55773 2.15896 -0.166 0.316 0.021
H 0.38113 -7.87895 3.21339 -0.196 0.123 -0.066
C -2.83852 8.34168 0.85849 -0.096 -0.051 -0.069
C -4.08713 8.12284 1.44264 0.051 -0.114 -0.388
C -5.11579 7.54196 0.69844 0.030 -0.023 -0.048
C -4.88061 7.17825 -0.63467 0.707 0.412 0.541
C -3.63041 7.40386 -1.22591 -0.002 -0.016 0.047
C -2.61027 7.98809 -0.47248 -0.376 -0.092 0.149
N -5.95013 6.54392 -1.41455 -1.184 -0.403 -0.280
O -7.04776 6.37858 -0.86176 1.749 0.191 -0.968
O -5.69328 6.20638 -2.57909 -0.356 0.377 1.421
H -2.03784 8.78973 1.44446 -0.178 -0.089 -0.129
H -4.25777 8.40249 2.48005 -0.018 -0.078 -0.246
H -6.08314 7.37798 1.16822 0.178 -0.046 -0.306
H -3.43567 7.13102 -2.26099 -0.257 0.003 0.245
H -1.63534 8.16456 -0.92149 -0.220 -0.057 0.044
C 5.80183 -1.00999 7.03479 -0.118 -0.059 -0.065
C 4.81409 -0.05053 6.80682 -0.102 -0.379 -0.128
C 3.60655 -0.41747 6.20967 0.008 -0.044 0.002
C 3.39601 -1.75506 5.84730 0.860 0.258 0.426
C 4.38890 -2.71886 6.06798 -0.045 0.032 -0.003
C 5.59356 -2.33937 6.66333 -0.283 0.270 -0.062
N 2.11883 -2.15187 5.24246 -1.098 -0.107 -0.501
O 1.27301 -1.26657 5.04614 1.202 -1.419 0.243
O 1.95783 -3.34940 4.96671 0.120 1.566 0.277
H 6.73954 -0.72015 7.50584 -0.198 -0.064 -0.108
H 4.98442 0.98383 7.09775 -0.091 -0.218 -0.088
H 2.84680 0.34210 6.03885 0.064 -0.352 -0.031
H 4.24072 -3.75951 5.78718 -0.127 0.303 0.001
H 6.36935 -3.08073 6.84161 -0.214 0.116 -0.081
C 1.50082 9.35874 -3.79899 0.056 -0.106 0.038
C 0.63507 8.30130 -4.08260 0.347 -0.127 0.167
C 1.03514 6.98546 -3.84193 0.035 0.007 0.041
C 2.30854 6.73919 -3.31034 -0.295 0.927 -0.133
C 3.18259 7.79843 -3.03191 -0.031 -0.033 0.004
C 2.77235 9.10995 -3.27946 -0.247 -0.320 -0.071
N 2.72536 5.35975 -3.03129 0.210 -0.710 0.141
O 1.93096 4.44900 -3.30903 0.951 1.617 0.110
O 3.84545 5.18509 -2.53034 -1.493 0.497 -0.825
H 1.18228 10.38336 -3.98306 0.076 -0.221 0.027
H -0.35380 8.50313 -4.48876 0.213 -0.097 0.068
H 0.34875 6.17244 -4.06824 0.322 0.067 0.125
H 4.17548 7.62134 -2.62380 -0.299 -0.159 -0.104
H 3.44244 9.93924 -3.06382 -0.108 -0.229 -0.036
```
Positions in Å, forces in eV/Å.

---

Entry 4:
Molecular formula: C21H22N2O6
Method: DFT, the ωB97M-V functional and the def2-TZVPD basis

energy above the lowest of the compared OMol25 structures with the same formula, charge and spin = 1.9993 eV
SMILES string = Cc1cc(C(=O)COC(=O)[C@H](C)NC(=O)c2ccco2)c(C)n1Cc1ccco1
frontier orbital gap = 0.32385 Eh
E = -37399.2158 eV
HOMO energy = -8.07 eV

XYZ file:
```
51
Properties=species:S:1:pos:R:3:forces:R:3
C 1.00247 -3.52267 0.27784 0.043 0.050 -0.117
C -0.19579 -2.81549 -0.24588 -0.025 -0.216 0.481
C -1.41056 -2.62573 0.34077 0.146 -0.009 -0.172
C -2.22504 -1.89988 -0.57626 0.609 -0.201 -0.649
C -1.44795 -1.67312 -1.70552 -0.634 0.118 0.213
N -0.22681 -2.22364 -1.48900 -0.286 -0.212 0.051
C 0.91133 -2.09346 -2.36996 0.432 0.297 0.176
C 1.70007 -0.86061 -2.05211 -0.263 0.316 -0.872
C 1.81231 0.34226 -2.68497 -0.093 -0.665 0.164
C 2.68135 1.12843 -1.88869 0.260 -0.159 0.467
C 3.02745 0.34746 -0.83108 0.163 0.874 -0.320
O 2.44010 -0.85429 -0.92162 -0.133 -0.590 0.148
H 3.64584 0.52418 0.02551 0.049 -0.069 0.177
H 3.00117 2.13141 -2.08314 0.099 0.234 0.061
H 1.34903 0.63149 -3.60623 -0.156 -0.019 -0.203
H 0.56291 -2.04006 -3.40292 0.092 -0.037 0.122
H 1.54640 -2.97561 -2.24997 -0.127 0.047 -0.119
C -1.79498 -0.91929 -2.93380 0.039 0.061 -0.012
H -1.74020 -1.56000 -3.81473 -0.023 0.004 -0.107
H -1.11962 -0.07565 -3.07377 0.044 0.076 -0.073
H -2.81250 -0.55141 -2.84014 0.019 0.003 -0.061
C -3.56724 -1.40411 -0.36506 -0.160 0.111 0.239
O -4.37214 -1.16065 -1.23889 -0.107 -0.026 0.121
C -3.94719 -1.17078 1.10791 -0.470 0.196 -0.363
H -4.32124 -2.09597 1.55111 0.048 0.083 -0.022
H -4.72733 -0.40362 1.13831 0.112 -0.147 -0.037
O -2.83313 -0.78174 1.90829 -0.039 -0.168 0.364
C -2.13933 0.26049 1.46867 0.578 0.385 0.007
O -2.45020 0.94887 0.53053 -0.235 -0.017 0.010
C -0.88783 0.50158 2.30086 0.025 -0.095 0.211
N -0.13716 1.55348 1.66164 -0.283 0.056 -0.221
C 1.20457 1.66720 1.76498 -0.573 0.073 -0.115
O 1.89500 0.93184 2.44682 0.287 -0.063 0.097
C 1.76618 2.78907 0.99209 1.253 0.210 0.219
C 3.03831 3.30097 0.98635 -0.784 -0.461 0.192
C 3.03005 4.36668 0.06157 -0.471 0.116 -0.290
C 1.75935 4.42505 -0.42790 0.719 0.418 -0.149
O 0.98891 3.48235 0.12765 -0.427 -0.278 0.114
H 1.29897 5.07263 -1.14830 -0.157 0.027 -0.068
H 3.85190 5.00012 -0.20178 0.118 0.177 -0.102
H 3.85917 2.95445 1.57881 0.131 -0.147 0.170
H -0.65240 2.12861 1.00790 0.121 -0.035 0.000
C -1.25955 0.86840 3.74207 0.066 -0.160 -0.153
H -1.83499 0.06453 4.19146 -0.054 -0.049 0.112
H -0.34847 1.02168 4.31411 0.050 0.011 0.037
H -1.84697 1.78373 3.75806 -0.061 0.080 0.007
H -0.28127 -0.41283 2.30975 -0.149 0.089 -0.073
H -1.70787 -2.98939 1.30391 0.047 -0.097 0.221
H 0.78581 -3.90111 1.27274 0.003 -0.040 0.042
H 1.27288 -4.36663 -0.35855 0.079 -0.089 0.024
H 1.85621 -2.84921 0.34057 0.079 -0.063 0.053
```
Positions in Å, forces in eV/Å.

---

- Which value of energy above the lowest of the compared OMol25 structures with the same formula, charge and spin does entry 4 give?
  1.9993 eV

---

- Which of these has the highest HOMO energy?
  C26H37N7O3